No. 1
DFT (the ωB97M-V functional and the def2-TZVPD basis) results for a structure of composition C13H4BBrCl5F4NiO2 at a distorted geometry.

The geometry in XYZ format:
```
31
Properties=species:S:1:pos:R:3:mulliken_spin:R:1
Ni -0.61 0.91 -0.20 1.7494
Cl 2.39 -0.41 1.81 0.0017
C 2.38 1.09 0.98 0.0261
C 1.25 1.47 0.26 0.0964
C 1.35 2.66 -0.46 -0.0501
Cl -0.07 3.07 -1.36 0.0454
C 2.48 3.47 -0.45 0.0025
Cl 2.55 4.91 -1.39 0.0019
C 3.57 3.08 0.33 -0.0079
Cl 4.96 4.08 0.42 -0.0007
C 3.52 1.89 1.05 0.0095
Cl 4.86 1.41 2.00 0.0021
Br -0.30 -4.88 0.41 0.0000
C -1.13 -3.18 0.56 -0.0021
C -0.50 -2.19 1.28 0.0283
C -1.09 -0.93 1.36 0.0094
C -2.35 -0.71 0.77 -0.0051
C -2.97 -1.74 0.08 -0.0067
C -2.36 -2.98 -0.04 0.0186
C -3.02 0.67 0.89 -0.0006
O -4.18 0.76 1.23 0.0057
O -2.22 1.61 0.58 0.0577
H 0.46 -2.38 1.75 0.0002
H -0.65 -0.18 2.03 0.0044
H -3.94 -1.56 -0.37 -0.0001
H -2.83 -3.76 -0.61 0.0001
F -1.37 -2.04 -2.97 -0.0001
B -0.29 -1.29 -2.62 0.0050
F -0.80 -0.04 -2.01 0.0115
F 0.47 -0.94 -3.69 0.0007
F 0.44 -1.88 -1.62 -0.0032
```

Computed properties:
Orbital gap (spin up / spin down) ... 0.3242 / 0.3172 Ha
Spin multiplicity ... 3
Charge ... -1
Calculated total energy ... -202894.6072 eV
LUMO (spin up / spin down) ... 2.28 / 2.00 eV

---

No. 2
DFT (the ωB97M-V functional and the def2-TZVPD basis) results for a cluster of 17 separate species, C13H54Cl2NO19P2 in total at a distorted geometry.

The geometry in XYZ format:
```
91
Properties=species:S:1:pos:R:3:mulliken_charge:R:1
C 6.89 -1.45 0.12 -0.9816
C 5.36 -1.39 0.62 -0.2208
P 4.29 -0.17 -0.37 0.2903
C 4.99 1.60 -0.11 -0.7642
C 2.49 -0.22 0.28 0.2626
C 2.30 -0.90 1.71 -0.5115
C 0.85 -0.94 2.26 -0.6928
C -0.30 -0.38 1.38 0.3577
P -2.07 -0.50 2.15 0.1832
C -2.95 -1.92 1.26 -0.2901
O -1.86 -0.97 3.81 -0.5227
N -0.07 0.22 0.06 0.6659
C -1.32 0.68 -0.64 0.0316
O -1.87 1.88 -0.01 -0.1512
O -2.12 2.84 -0.93 -0.4065
C 1.27 0.35 -0.53 -0.3584
C 1.51 1.03 -1.98 0.5000
Cl 0.86 2.77 -2.04 -0.1300
C 0.99 0.11 -3.19 0.2831
C -0.02 0.82 -4.22 -1.1381
Cl 0.21 -1.47 -2.65 -0.1598
H 7.30 -0.38 0.16 0.2145
H 7.01 -1.85 -0.95 0.2890
H 7.47 -2.13 0.85 0.3473
H 4.84 -2.42 0.60 0.2108
H 5.39 -1.07 1.74 0.2588
H 5.83 1.48 0.65 0.2906
H 4.14 2.28 0.25 0.2664
H 5.36 1.99 -1.13 0.3447
H 3.20 -1.33 2.30 0.3118
H 0.68 -1.42 3.28 0.3679
H -2.43 -2.12 0.25 -0.0113
H -2.95 -2.91 1.85 0.4236
H -4.03 -1.62 1.00 0.0540
H -1.77 -1.95 3.83 0.3519
H -1.16 0.93 -1.74 0.0632
H -2.14 -0.14 -0.62 -0.0859
H -1.53 3.62 -0.76 0.3212
H 2.65 1.16 -2.13 -0.6323
H 1.91 -0.20 -3.82 0.4810
H -1.11 0.88 -3.83 0.1755
H -0.07 0.13 -5.15 0.3810
H 0.36 1.83 -4.62 0.3270
O -5.38 -0.69 -0.86 -0.5680
H -6.18 -0.20 -0.64 0.2514
H -4.67 -0.06 -0.68 0.0928
O -5.58 1.87 0.23 -0.5306
H -5.96 2.25 1.04 0.2439
H -4.78 2.38 0.08 0.2941
O -4.08 -3.13 -1.58 -0.6160
H -3.36 -2.81 -2.13 0.4108
H -4.65 -2.35 -1.48 0.1988
O -3.05 -1.28 -3.66 -0.5768
H -2.12 -1.42 -3.87 0.2643
H -3.43 -0.95 -4.50 0.2800
O 5.33 2.44 2.68 -0.6067
H 4.51 2.91 2.89 0.2773
H 6.02 3.08 2.91 0.3168
O 7.11 3.62 4.93 -0.6405
H 6.60 3.50 5.75 0.3304
H 7.45 2.73 4.75 0.3189
O 4.57 1.10 -4.14 -0.6329
H 4.28 0.80 -3.26 0.3726
H 3.76 1.35 -4.59 0.3421
O -7.41 -2.66 -1.34 -0.6564
H -6.74 -2.01 -1.10 0.4307
H -6.94 -3.27 -1.93 0.3435
O 9.48 -0.42 -0.88 -0.6141
H 9.79 -0.58 -1.78 0.3041
H 10.26 -0.58 -0.34 0.3081
O -2.47 -4.85 0.10 -0.6359
H -2.81 -4.40 -0.70 0.3169
H -3.10 -5.57 0.24 0.3093
O 5.45 2.41 7.38 -0.6390
H 4.53 2.62 7.54 0.3169
H 5.79 2.15 8.25 0.3181
O -6.18 3.32 -2.39 -0.7181
H -7.10 3.56 -2.21 0.3253
H -5.83 3.07 -1.53 0.3499
O 3.37 -3.79 1.74 -0.6202
H 3.08 -4.08 2.61 0.3160
H 2.56 -3.54 1.29 0.3175
O -8.01 1.64 -3.77 -0.6214
H -7.34 2.30 -3.52 0.3711
H -7.54 1.04 -4.35 0.2947
O -6.65 -2.96 1.60 -0.6073
H -7.07 -3.08 0.74 0.3761
H -7.03 -3.67 2.14 0.2949
O -5.77 3.53 2.89 -0.5942
H -6.15 3.91 3.69 0.2910
H -4.97 4.04 2.74 0.3017
```

Computed properties:
Orbital gap ... 0.2311 Ha
Spin multiplicity ... 1
Charge ... +1
Calculated total energy ... -98358.1794 eV
LUMO ... -4.40 eV

---

No. 3
DFT (the ωB97M-V functional and the def2-TZVPD basis) results for a structure of composition C13H7BeN3O3 at a distorted geometry.

The geometry in XYZ format:
```
27
Properties=species:S:1:pos:R:3:mulliken_charge:R:1
O -0.95 -1.01 -6.60 -0.0675
C -0.76 -1.00 -5.46 0.0974
Be 0.33 0.11 -3.52 -0.1178
C -0.66 1.30 -4.44 0.5792
C 1.63 -0.60 -4.50 0.6901
O -1.27 2.14 -4.98 -0.0739
O 2.52 -0.98 -5.14 -0.0708
N -0.79 -1.46 6.74 -0.3802
C -0.67 -1.17 5.61 -0.1189
C -0.52 -0.80 4.23 0.3901
C -0.24 -1.77 3.25 -0.9876
C -0.09 -1.40 1.91 -0.4048
C -0.09 -0.04 1.58 1.9005
C -0.38 0.94 2.53 -0.4884
C -0.64 0.54 3.85 -0.8671
N 0.22 0.36 0.26 0.2529
C 0.67 1.64 -0.13 -0.4881
C 0.79 1.61 -1.47 -0.4045
N 0.41 0.34 -1.93 0.0347
C 0.11 -0.40 -0.85 -0.0914
H -0.15 -2.81 3.55 0.4418
H 0.07 -2.16 1.14 0.1783
H -0.43 1.99 2.25 0.2822
H -0.93 1.28 4.59 0.4567
H 0.91 2.43 0.55 0.4225
H 1.09 2.39 -2.15 0.4653
H -0.19 -1.45 -0.84 0.3695
```

Computed properties:
Orbital gap ... 0.1841 Ha
Spin multiplicity ... 1
Charge ... +2
Calculated total energy ... -24591.1919 eV
LUMO ... -9.94 eV

---

No. 4
DFT (the ωB97M-V functional and the def2-TZVPD basis) results for a structure of composition C13H7Cl2N2O4V at a distorted geometry.

The geometry in XYZ format:
```
29
Properties=species:S:1:pos:R:3:mulliken_spin:R:1
V -0.04 -14.71 -7.02 1.5761
O 3.96 -13.56 -7.96 0.0254
C 2.71 -14.00 -7.91 0.0898
O 1.99 -14.08 -6.87 0.0277
C 2.02 -14.38 -9.15 0.1817
C 2.50 -14.32 -10.49 -0.0286
C 1.64 -14.96 -11.40 0.0973
C 0.51 -15.68 -11.09 -0.0156
C 0.13 -15.62 -9.81 0.0985
N 0.80 -14.89 -8.82 0.0078
C -1.05 -16.31 -9.28 -0.0036
O -1.86 -17.01 -9.86 0.0217
O -1.12 -16.00 -7.99 0.0103
H 4.18 -12.93 -7.22 0.0010
H 3.33 -13.75 -10.93 0.0025
H 1.90 -14.84 -12.44 0.0077
H -0.11 -16.11 -11.85 -0.0026
Cl 0.47 -10.81 -7.45 -0.0015
C -0.31 -11.12 -5.91 -0.0287
C -0.39 -10.04 -5.00 0.0192
C -1.00 -10.12 -3.73 -0.0331
C -1.59 -11.36 -3.38 0.0181
C -1.39 -12.47 -4.15 -0.0348
Cl -1.81 -13.97 -3.49 -0.0042
C -0.81 -12.42 -5.50 0.0487
N -0.95 -13.51 -6.31 -0.0780
H 0.01 -9.08 -5.35 -0.0006
H -0.99 -9.26 -3.06 -0.0021
H -2.19 -11.45 -2.51 0.0000
```

Computed properties:
Orbital gap (spin up / spin down) ... 0.2131 / 0.2431 Ha
Spin multiplicity ... 3
Calculated total energy ... -75496.8290 eV
LUMO (spin up / spin down) ... -1.37 / -1.38 eV

---

No. 5
DFT (the ωB97M-V functional and the def2-TZVPD basis) results for a structure of composition C13H7OReS6SbSe4 at a distorted geometry.

The geometry in XYZ format:
```
33
Properties=species:S:1:pos:R:3:mulliken_charge:R:1
Re 0.06 0.83 1.70 0.6057
S 5.18 -1.60 3.63 -0.0960
C 3.85 -0.71 3.49 0.1326
S 2.30 -1.17 4.15 0.0110
C 1.41 0.25 3.67 0.1791
C 2.14 1.21 2.94 0.1556
S 1.47 2.64 2.30 -0.2076
S 3.82 0.83 2.63 0.0113
S -0.25 0.37 4.01 -0.2239
Se -4.09 1.12 -2.03 -0.3915
Sb -2.10 0.42 -1.04 0.8010
Se -2.17 -0.02 1.51 -0.1945
Se -0.52 2.26 -0.13 -0.1868
Se -0.33 -1.27 -1.68 0.1026
C 7.32 -6.50 -1.45 -1.1147
C 6.28 -5.43 -1.30 0.7907
O 6.49 -4.26 -1.16 -0.5015
S 4.60 -6.14 -1.31 -0.2469
C 3.59 -4.72 -1.03 0.3463
C 2.62 -4.80 -0.04 -0.7228
C 1.78 -3.73 0.20 -0.3268
C 1.92 -2.56 -0.54 -0.1273
C 2.89 -2.48 -1.54 -0.3450
C 3.71 -3.56 -1.79 -0.5072
C 1.03 -1.41 -0.27 0.9894
C 0.75 -0.45 0.58 -0.8572
H 8.25 -6.04 -1.79 0.3175
H 7.00 -7.27 -2.15 0.3607
H 7.48 -6.97 -0.48 0.3112
H 2.53 -5.70 0.55 0.4273
H 1.02 -3.78 0.97 0.5281
H 2.97 -1.57 -2.12 0.5340
H 4.45 -3.50 -2.57 0.4457
```

Computed properties:
Orbital gap ... 0.2013 Ha
Spin multiplicity ... 1
Charge ... +1
Calculated total energy ... -350699.4377 eV
LUMO ... -6.09 eV

---

No. 6
DFT (the ωB97M-V functional and the def2-TZVPD basis) results for a structure of composition C13H8BrN2O5Pd.

The geometry in XYZ format:
```
30
Properties=species:S:1:pos:R:3:mulliken_spin:R:1
Pd -1.18 -0.62 -0.35 0.7955
O 0.89 -0.48 0.57 0.0745
C 1.65 0.45 0.44 -0.0097
C 1.24 1.86 0.17 0.1016
C 2.24 2.79 0.19 -0.0192
C 1.93 4.15 0.04 0.2546
C 0.64 4.63 -0.10 -0.0699
C -0.39 3.72 -0.13 0.2178
C -0.13 2.30 -0.05 0.0887
O -1.09 1.52 -0.19 0.3648
N 3.06 5.12 0.05 -0.0198
O 4.17 4.65 0.15 0.0296
O 2.77 6.29 -0.01 0.0167
H 2.73 0.29 0.56 0.0023
H 3.27 2.49 0.33 -0.0018
H 0.48 5.70 -0.17 0.0028
H -1.42 4.03 -0.26 -0.0046
O -4.24 -0.41 -0.35 0.0065
C -3.23 -0.49 -0.82 0.1038
Br 0.13 -2.42 -2.23 0.0068
C -0.65 -3.49 -0.90 -0.0084
C -0.49 -4.86 -0.91 0.0027
C -1.14 -5.57 0.08 -0.0033
C -1.92 -4.90 1.01 0.0030
C -2.00 -3.53 0.94 -0.0028
N -1.37 -2.82 0.00 0.0665
H 0.12 -5.34 -1.66 0.0007
H -1.05 -6.65 0.12 -0.0004
H -2.45 -5.44 1.79 0.0003
H -2.58 -2.96 1.66 0.0007
```

Computed properties:
Orbital gap (spin up / spin down) ... 0.2956 / 0.2041 Ha
Spin multiplicity ... 3
Charge ... +1
Calculated total energy ... -100340.1437 eV
LUMO (spin up / spin down) ... -3.96 / -6.75 eV

---

What is the calculated total energy in the fourth record? -75496.8290 eV